# 1
DFT (wB97M-V/def2-TZVPD) results for the ion C36H38N3 with charge +1 in a non-equilibrium geometry.

Element x y z (Å)
C  5.406  -4.310  8.235
N  4.027  -4.018  8.557
C  3.468  -4.985  9.474
C  3.267  -3.047  7.963
C  1.855  -3.096  8.046
C  1.080  -2.193  7.322
C  1.671  -1.127  6.649
C  0.837  -0.094  5.843
C  -0.207  0.567  6.706
C  -1.055  0.025  7.665
N  -1.875  1.015  8.163
C  -2.773  0.881  9.292
C  -1.573  2.219  7.537
C  -2.150  3.468  7.716
C  -1.600  4.541  6.992
C  -0.462  4.348  6.190
C  0.148  3.091  6.094
C  -0.478  1.986  6.665
C  0.301  -0.629  4.532
C  -0.568  0.350  3.716
C  -0.069  1.545  3.058
C  1.159  2.185  3.378
C  1.475  3.428  2.829
C  0.652  4.002  1.855
C  -0.455  3.294  1.377
C  -0.751  2.049  1.913
N  -1.856  0.019  3.579
C  -2.303  -1.378  3.642
C  -3.761  -1.342  3.200
C  -4.232  0.108  3.379
C  -2.976  0.979  3.518
C  1.393  -1.272  3.666
C  1.946  -0.693  2.522
C  3.174  -1.143  2.024
C  3.785  -2.273  2.569
C  3.120  -2.989  3.574
C  1.907  -2.513  4.075
C  3.070  -1.010  6.643
C  3.864  -1.962  7.268
H  5.850  -3.606  7.532
H  5.980  -4.308  9.168
H  5.482  -5.328  7.820
H  2.754  -4.519  10.163
H  2.967  -5.809  8.942
H  4.310  -5.397  10.042
H  1.362  -3.866  8.640
H  -0.001  -2.339  7.286
H  1.547  0.705  5.607
H  -1.087  -0.969  8.101
H  -3.547  1.653  9.217
H  -3.230  -0.116  9.285
H  -2.241  1.011  10.248
H  -3.009  3.578  8.378
H  -2.051  5.533  7.064
H  -0.044  5.194  5.638
H  1.113  2.974  5.608
H  -0.360  -1.450  4.841
H  1.855  1.688  4.051
H  2.382  3.940  3.156
H  0.887  4.988  1.459
H  -1.071  3.693  0.568
H  -1.511  1.430  1.432
H  -1.674  -2.017  3.007
H  -2.235  -1.759  4.671
H  -3.808  -1.637  2.148
H  -4.346  -2.057  3.780
H  -4.817  0.428  2.512
H  -4.858  0.214  4.270
H  -3.003  1.630  4.410
H  -2.907  1.645  2.652
H  1.473  0.143  2.013
H  3.644  -0.582  1.216
H  4.767  -2.590  2.228
H  3.552  -3.898  3.979
H  1.399  -3.085  4.852
H  3.542  -0.187  6.098
H  4.945  -1.857  7.245

As for the structure (SMILES): CN(C)c1ccc([C@H](c2cn(C)c3ccccc23)[C@@H](C(c2ccccc2)=[N+]2CCCC2)c2ccccc2)cc1. For the gap between HOMO and LUMO, the calculation gives 5.31 eV. As for the largest force on an atom: 2.3 eV/Å. As for the net charge: +1. The electronic energy comes out at -42412.28620 eV.


# 2
DFT (wB97M-V/def2-TZVPD) results for a structure of composition C36H39AsI2N3O3RuSSi2 in a non-equilibrium geometry.

Element x y z (Å)
Ru  -0.032  -0.288  0.776
I  4.416  1.242  -1.664
C  3.603  1.907  0.128
C  4.200  2.962  0.842
C  3.662  3.405  2.020
I  4.594  4.992  3.004
C  2.497  2.791  2.549
C  1.840  3.166  3.742
C  0.707  2.514  4.122
C  0.219  1.454  3.333
N  0.816  1.056  2.237
C  1.927  1.725  1.820
C  2.442  1.291  0.566
O  1.807  0.372  -0.070
H  5.083  3.438  0.440
H  2.238  3.978  4.337
H  0.178  2.792  5.023
H  -0.662  0.910  3.623
O  0.184  -3.320  -0.551
C  -0.728  -3.126  -1.563
C  -0.481  -3.591  -2.845
C  -1.429  -3.413  -3.837
C  -2.635  -2.783  -3.547
C  -2.902  -2.378  -2.252
C  -1.960  -2.554  -1.239
C  -2.315  -2.278  0.163
N  -1.536  -1.857  1.143
C  -2.285  -1.919  2.298
C  -3.530  -2.373  2.013
N  -3.531  -2.591  0.652
H  0.462  -4.081  -3.053
H  -1.223  -3.762  -4.840
H  -3.367  -2.618  -4.327
H  -3.845  -1.896  -2.019
H  -1.863  -1.655  3.248
H  -4.391  -2.561  2.631
H  -4.275  -3.003  0.115
C  -5.091  1.466  1.433
Si  -3.395  1.670  2.183
C  -3.225  3.438  2.755
C  -3.411  0.649  3.765
As  -1.897  1.162  0.428
Si  -1.180  3.277  -0.279
C  -2.642  4.152  -1.050
C  -0.367  4.459  0.913
C  0.066  2.904  -1.621
H  -5.879  1.677  2.165
H  -5.213  0.440  1.073
H  -5.222  2.135  0.576
H  -3.978  3.653  3.522
H  -3.365  4.142  1.931
H  -2.235  3.617  3.184
H  -3.754  1.293  4.582
H  -2.447  0.236  4.055
H  -4.109  -0.184  3.673
H  -3.388  4.440  -0.302
H  -3.134  3.498  -1.776
H  -2.315  5.062  -1.568
H  -1.043  4.804  1.697
H  -0.023  5.335  0.350
H  0.505  4.006  1.390
H  -0.447  2.604  -2.542
H  0.731  2.085  -1.328
H  0.684  3.781  -1.840
O  1.389  -2.143  1.229
S  1.462  -2.271  -0.266
C  2.761  -3.478  -0.437
C  2.537  -4.820  -0.698
C  3.631  -5.676  -0.772
C  4.919  -5.190  -0.587
C  5.125  -3.841  -0.322
C  4.044  -2.978  -0.244
C  1.651  -1.658  -2.398
C  2.666  -2.118  -3.216
C  2.868  -1.479  -4.441
C  2.072  -0.401  -4.806
C  1.068  0.048  -3.952
C  0.867  -0.575  -2.728
H  1.533  -5.195  -0.833
H  3.472  -6.728  -0.972
H  5.764  -5.864  -0.648
H  6.128  -3.460  -0.175
H  4.192  -1.920  -0.048
H  3.285  -2.964  -2.939
H  3.656  -1.824  -5.101
H  2.242  0.102  -5.751
H  0.455  0.897  -4.232
H  0.101  -0.213  -2.050

For the gap between HOMO and LUMO (alpha / beta), the calculation gives 6.50 / 5.99 eV. As for the largest force on an atom: 2.1 eV/Å. As for the expectation value of S²: 0.98. As for the net charge: 0. As for the spin multiplicity: 2. The electronic energy comes out at -154788.82351 eV.


# 3
DFT (wB97M-V/def2-TZVPD) results for a structure of composition C36H39BF3N4O2RuS3 in a non-equilibrium geometry.

Element x y z (Å)
Ru  -1.092  -0.341  -0.999
C  3.815  -1.438  1.538
C  3.495  -0.806  2.895
C  4.528  0.302  3.152
C  3.628  -1.897  3.968
C  2.094  -0.203  2.941
C  1.644  0.394  4.130
C  0.396  0.985  4.218
C  -0.422  0.964  3.102
S  -2.028  1.604  2.921
C  -2.063  1.011  1.285
N  -0.951  0.385  0.906
C  -0.016  0.360  1.906
C  1.258  -0.214  1.838
C  -3.142  1.136  0.372
C  -4.384  1.688  0.725
C  -5.398  1.741  -0.203
C  -5.185  1.255  -1.491
C  -3.947  0.729  -1.848
C  -2.898  0.639  -0.941
H  4.829  -1.839  1.559
H  3.759  -0.707  0.729
H  3.138  -2.262  1.303
H  5.538  -0.111  3.113
H  4.388  0.770  4.127
H  4.444  1.077  2.388
H  4.628  -2.334  3.932
H  2.902  -2.696  3.794
H  3.466  -1.506  4.973
H  2.280  0.412  5.007
H  0.063  1.452  5.136
H  1.571  -0.637  0.895
H  -4.526  2.056  1.736
H  -6.358  2.165  0.063
H  -5.984  1.285  -2.221
H  -3.824  0.393  -2.868
F  2.888  -2.867  -3.178
C  2.154  -2.798  -4.292
F  2.069  -4.061  -4.777
F  2.880  -2.100  -5.198
C  0.785  -2.206  -4.133
C  -0.032  -2.287  -5.254
C  -1.302  -1.738  -5.192
C  -1.734  -1.174  -4.016
N  -0.976  -1.108  -2.920
C  0.297  -1.583  -2.981
S  1.143  -1.268  -1.498
H  0.326  -2.781  -6.147
H  -1.952  -1.760  -6.056
H  -2.731  -0.772  -3.926
N  0.180  -3.526  0.790
C  -1.013  -2.933  1.019
S  -2.024  -2.593  -0.307
N  -1.296  -2.737  2.320
C  -2.431  -2.272  3.016
C  -2.243  -2.032  4.381
C  -3.289  -1.609  5.176
C  -4.549  -1.415  4.629
C  -4.741  -1.647  3.277
C  -3.698  -2.073  2.469
H  0.502  -3.445  -0.164
H  0.912  -3.371  1.472
H  -0.511  -2.913  2.932
H  -1.257  -2.176  4.812
H  -3.117  -1.427  6.230
H  -5.372  -1.091  5.253
H  -5.717  -1.501  2.833
H  -3.874  -2.257  1.424
C  0.451  4.465  -1.796
C  1.261  3.172  -1.853
C  2.661  3.415  -1.314
O  0.592  2.227  -0.988
B  -0.107  1.339  -1.765
O  0.126  1.530  -3.107
C  1.209  2.474  -3.255
C  2.464  1.667  -3.580
C  0.897  3.400  -4.421
H  0.361  4.769  -0.753
H  -0.554  4.309  -2.188
H  0.942  5.262  -2.357
H  2.588  3.933  -0.357
H  3.234  4.033  -2.007
H  3.186  2.475  -1.152
H  2.730  1.001  -2.761
H  3.307  2.324  -3.800
H  2.263  1.054  -4.460
H  -0.072  3.881  -4.301
H  0.872  2.813  -5.339
H  1.672  4.163  -4.515

For the gap between HOMO and LUMO (alpha / beta), the calculation gives 7.51 / 6.96 eV. As for the largest force on an atom: 1.8 eV/Å. As for the expectation value of S²: 0.76. As for the net charge: 0. As for the spin multiplicity: 2. The electronic energy comes out at -91943.40839 eV.


# 4
DFT (wB97M-V/def2-TZVPD) results for a cluster of 2 separate species, C36H39ClF2O7 in total in a non-equilibrium geometry.

Element x y z (Å)
C  -1.831  -2.420  -2.467
C  -1.253  -3.554  -1.602
C  0.282  -3.565  -1.561
C  0.885  -3.216  -0.187
C  2.272  -2.540  -0.348
C  3.434  -3.268  0.323
C  3.511  -3.058  1.836
C  3.661  -1.581  2.252
C  2.905  -1.228  3.551
C  1.666  -0.297  3.371
C  0.509  -0.718  4.300
C  -0.149  0.415  5.124
C  -0.274  1.792  4.487
C  -1.160  1.804  3.236
C  -1.107  3.105  2.457
C  -0.918  4.294  3.157
C  -0.858  5.525  2.530
O  -0.691  6.661  3.268
C  0.559  7.349  3.076
C  1.764  6.440  2.933
C  -0.998  5.576  1.149
F  -0.912  6.787  0.586
C  -1.218  4.425  0.399
C  -1.268  3.191  1.074
C  -1.588  1.983  0.277
O  -2.022  0.976  0.780
C  -1.408  2.055  -1.201
C  -1.335  0.880  -1.952
F  -1.387  -0.314  -1.369
C  -1.207  0.897  -3.329
C  -1.150  2.103  -4.000
C  -1.211  3.291  -3.276
Cl  -1.123  4.750  -4.216
C  -1.343  3.286  -1.889
C  -1.449  4.530  -1.079
O  -1.753  5.594  -1.560
H  -2.084  -1.546  -1.865
H  -2.710  -2.747  -3.017
H  -1.107  -2.107  -3.218
H  -1.671  -3.478  -0.596
H  -1.592  -4.485  -2.051
H  0.644  -4.546  -1.866
H  0.639  -2.872  -2.317
H  0.993  -4.106  0.433
H  0.213  -2.495  0.282
H  2.209  -1.509  -0.001
H  2.491  -2.491  -1.413
H  3.316  -4.334  0.122
H  4.366  -2.964  -0.160
H  4.384  -3.598  2.204
H  2.616  -3.484  2.291
H  3.389  -0.910  1.443
H  4.719  -1.406  2.449
H  3.613  -0.663  4.156
H  2.591  -2.130  4.065
H  1.338  -0.361  2.335
H  1.994  0.718  3.577
H  0.951  -1.383  5.040
H  -0.243  -1.304  3.779
H  0.378  0.468  6.076
H  -1.171  0.109  5.368
H  0.721  2.210  4.322
H  -0.733  2.435  5.238
H  -0.936  0.956  2.604
H  -2.178  1.713  3.616
H  -0.809  4.303  4.228
H  0.479  8.004  2.210
H  0.679  7.962  3.965
H  1.861  6.025  1.934
H  1.755  5.643  3.671
H  2.652  7.044  3.117
H  -1.179  -0.034  -3.876
H  -1.072  2.129  -5.074
C  -1.767  -3.522  -6.824
C  -2.886  -4.289  -7.179
C  -3.098  -5.595  -6.354
O  -4.104  -6.296  -6.548
C  -2.107  -5.947  -5.393
C  -0.981  -5.191  -5.061
C  -0.828  -3.833  -5.809
O  0.100  -3.059  -5.501
O  -0.109  -5.487  -4.216
O  -3.709  -4.011  -8.073
H  -1.579  -2.589  -7.352
H  -2.274  -6.896  -4.889

For the gap between HOMO and LUMO, the calculation gives 1.89 eV. As for the largest force on an atom: 3.5 eV/Å. As for the net charge: -2. The electronic energy comes out at -70252.76194 eV.


# 5
DFT (wB97M-V/def2-TZVPD) results for a structure of composition C36H39IN8PS2SeV in a non-equilibrium geometry.

Element x y z (Å)
V  1.206  -0.992  -0.396
N  -3.113  -1.927  -3.245
C  -2.642  -2.558  -2.139
N  -1.384  -2.761  -1.896
C  -1.223  -3.539  -0.766
C  -2.363  -3.903  -0.134
S  -3.727  -3.254  -0.961
C  0.109  -4.027  -0.382
C  0.326  -5.329  -0.093
S  1.996  -5.615  0.195
C  2.311  -3.942  -0.104
N  1.249  -3.225  -0.389
N  3.585  -3.466  0.006
H  -4.057  -1.585  -3.231
H  -2.455  -1.365  -3.757
H  -2.478  -4.462  0.779
H  -0.383  -6.137  -0.101
H  4.257  -4.121  0.371
H  3.663  -2.548  0.416
C  -3.666  2.866  0.256
N  -3.992  3.278  -1.097
C  -4.883  4.287  -1.415
C  -4.959  4.341  -2.756
N  -4.117  3.362  -3.251
C  -3.891  3.114  -4.661
C  -3.517  2.707  -2.229
Se  -2.329  1.308  -2.329
H  -3.520  3.747  0.877
H  -2.753  2.277  0.240
H  -4.469  2.259  0.674
H  -5.387  4.861  -0.659
H  -5.532  4.982  -3.401
H  -3.348  3.945  -5.110
H  -4.844  2.986  -5.171
H  -3.300  2.208  -4.760
I  0.650  -1.219  -3.312
C  2.612  -0.715  -2.777
C  3.583  -0.446  -3.721
C  4.859  -0.132  -3.280
C  5.098  -0.098  -1.914
C  4.066  -0.371  -1.044
N  2.816  -0.685  -1.451
H  3.341  -0.490  -4.772
H  5.648  0.076  -3.989
H  6.073  0.149  -1.520
H  4.214  -0.335  0.028
C  -2.866  -1.165  2.799
C  -1.840  -1.321  3.724
C  -0.515  -1.306  3.328
C  -0.173  -1.133  1.977
C  -1.223  -0.940  1.058
C  -2.545  -0.968  1.464
N  1.131  -1.079  1.514
C  2.192  -1.569  2.282
C  2.162  -2.846  2.861
C  3.275  -3.356  3.507
C  4.446  -2.611  3.601
C  4.483  -1.336  3.057
C  3.365  -0.819  2.412
H  -3.900  -1.191  3.118
H  -2.074  -1.452  4.773
H  0.270  -1.424  4.064
H  -1.016  -0.766  -0.008
H  -3.328  -0.836  0.728
H  1.257  -3.437  2.778
H  3.227  -4.348  3.940
H  5.313  -3.017  4.105
H  5.375  -0.731  3.159
H  3.373  0.192  2.020
C  0.355  2.222  -1.788
P  1.041  1.433  -0.284
C  2.605  2.393  -0.157
C  0.097  2.220  1.064
C  -1.085  2.916  0.828
C  -1.706  3.604  1.862
C  -1.168  3.584  3.140
C  -0.013  2.856  3.389
C  0.614  2.177  2.358
H  -0.617  1.791  -2.033
H  1.036  2.037  -2.621
H  0.253  3.299  -1.648
H  2.357  3.448  -0.045
H  3.204  2.259  -1.058
H  3.194  2.085  0.707
H  -1.533  2.915  -0.158
H  -2.609  4.166  1.662
H  -1.646  4.133  3.941
H  0.399  2.822  4.389
H  1.507  1.597  2.566

For the gap between HOMO and LUMO (alpha / beta), the calculation gives 6.25 / 6.53 eV. As for the largest force on an atom: 3.4 eV/Å. As for the expectation value of S²: 3.77. As for the net charge: +1. As for the spin multiplicity: 4. The electronic energy comes out at -179974.26940 eV.


The following ΔE to the lowest compared entry with this formula, charge and spin values (in kcal per mole) correspond, in order, to the records above: 0.0 111.5 0.0 0.0 55.1.